# 1
{
  "formula": "C3H5O2S2",
  "method": "ωB97M-V/def2-TZVPD",
  "charge": -1,
  "mol_weight_g_mol": 137.21,
  "homo_lumo_gap_ev": 7.01,
  "e_above_lowest_kj_mol": 126.0,
  "lumo_energy_ev": 3.4383,
  "species": ["C", "C", "C", "O", "O", "S", "S", "H", "H", "H", "H", "H"],
  "positions_angstrom": [[-1.57862, -0.49836, -0.48705], [0.82297, 1.63206, 0.21109], [0.04131, -1.11120, 0.51982], [-1.38950, -0.66760, -1.65180], [-2.32583, -0.11511, 0.40235], [1.14787, -2.06847, -0.48210], [0.78147, 0.25851, 1.44621], [1.32141, 2.53000, 0.68022], [-0.10045, 2.12560, 0.02242], [1.24855, 1.13696, -0.59625], [-0.33264, -1.56444, 1.39259], [0.36346, -1.65795, -1.45750]]
}

---

# 2
{
  "formula": "C3H5O2SSi",
  "method": "ωB97M-V/def2-TZVPD",
  "charge": -1,
  "mol_weight_g_mol": 133.22,
  "homo_lumo_gap_ev": 6.72,
  "e_above_lowest_kj_mol": 42.9,
  "lumo_energy_ev": 3.2781,
  "species": ["C", "C", "C", "O", "O", "Si", "S", "H", "H", "H", "H", "H"],
  "positions_angstrom": [[4.39332, 2.75451, 0.58309], [3.23083, 2.96363, 0.60459], [-2.72167, -0.15276, -0.48132], [-2.62961, -1.56237, -0.61212], [-3.67735, 0.46091, -0.81117], [-1.43513, -2.56343, -0.14150], [-1.24048, 0.47259, 0.07193], [5.36338, 2.88744, 0.15621], [2.16973, 3.13600, 0.90616], [-0.20739, -2.22582, -0.88173], [-1.29021, -2.24476, 1.29626], [-1.95542, -3.92594, -0.69039]]
}

---

# 3
{
  "formula": "C3H5O3Pt",
  "method": "ωB97M-V/def2-TZVPD",
  "spin_multiplicity": 3,
  "charge": 1,
  "s_squared": 2.017,
  "mol_weight_g_mol": 284.15,
  "homo_lumo_gap_ev": [6.29, 6.91],
  "e_above_lowest_kj_mol": 564.4,
  "lumo_energy_ev": [-6.0944, -6.3683],
  "species": ["H", "O", "C", "H", "O", "Pt", "O", "C", "C", "H", "H", "H"],
  "positions_angstrom": [[3.61712, -0.05982, 1.27518], [2.23275, -0.21548, -0.18274], [3.36718, -0.40753, 0.26701], [4.03726, -0.98123, -0.37918], [1.34414, 0.57078, 0.62806], [-0.07507, -0.36066, 0.54218], [-1.06031, -0.51549, 1.81036], [-1.28078, -1.37820, 2.78858], [-0.61913, -2.52594, 3.01577], [-2.11649, -1.10354, 3.45087], [-1.01475, -3.24276, 3.73548], [0.28720, -2.77825, 2.45883]]
}

---

# 4
{
  "formula": "C3H5O3S",
  "method": "ωB97M-V/def2-TZVPD",
  "charge": -1,
  "mol_weight_g_mol": 121.14,
  "homo_lumo_gap_ev": 7.44,
  "e_above_lowest_kj_mol": 139.8,
  "lumo_energy_ev": 4.0323,
  "smiles": "CCC([O-])=S(=O)=O",
  "species": ["C", "C", "C", "O", "S", "O", "O", "H", "H", "H", "H", "H"],
  "positions_angstrom": [[-0.32753, -0.40704, -1.52643], [0.46187, 0.37111, -0.34937], [-0.34329, 0.94652, 0.77623], [-0.78337, 2.04457, 0.99125], [-0.29646, -0.32209, 2.13957], [-0.36730, -1.72308, 1.37924], [1.14416, -0.01211, 2.42540], [-0.84338, -1.17062, -0.95599], [0.36045, -0.72576, -2.18453], [-1.15598, 0.06156, -1.98171], [0.98373, 1.17521, -0.96654], [1.16709, -0.23826, 0.25288]]
}

---

# 5
{
  "formula": "C3H5O3Sn",
  "method": "ωB97M-V/def2-TZVPD",
  "spin_multiplicity": 2,
  "charge": 2,
  "s_squared": 0.758,
  "mol_weight_g_mol": 207.78,
  "homo_lumo_gap_ev": [9.17, 6.53],
  "e_above_lowest_kj_mol": 479.6,
  "lumo_energy_ev": [-10.2295, -12.9984],
  "species": ["H", "C", "C", "O", "C", "O", "H", "H", "H", "Sn", "O", "H"],
  "positions_angstrom": [[0.48605, 1.25853, -1.40068], [-0.93578, 1.13961, -0.63376], [0.05774, 0.10421, -1.04920], [0.83711, -0.29651, 0.01543], [1.27450, -1.56030, 0.20677], [1.03585, -1.69031, 1.48991], [-1.32306, 1.80151, -1.42850], [-0.31692, -0.72649, -1.65556], [1.44474, -2.47767, 1.88417], [0.29554, 0.37944, 2.00654], [-0.96169, 1.40681, 0.86912], [-1.89409, 0.66116, -0.30424]]
}

---

# 6
{
  "formula": "C3H5O3Tb",
  "method": "ωB97M-V/def2-TZVPD",
  "spin_multiplicity": 8,
  "charge": 3,
  "s_squared": 16.778,
  "mol_weight_g_mol": 248.00,
  "homo_lumo_gap_ev": [8.42, 5.88],
  "e_above_lowest_kj_mol": 425.5,
  "lumo_energy_ev": [-15.1403, -16.4022],
  "species": ["H", "O", "C", "H", "O", "Tb", "O", "C", "C", "H", "H", "H"],
  "positions_angstrom": [[-3.52814, 1.10125, 0.96916], [-1.69327, 1.78415, 1.39487], [-2.91021, 1.84497, 1.49905], [-3.36943, 2.61074, 2.14254], [0.05792, -0.70962, 1.22514], [0.08143, 1.28239, -0.09507], [1.36584, -1.28765, 1.18515], [1.42669, -2.57041, 1.46195], [2.58154, -3.04534, 2.00454], [0.47609, -3.10424, 1.36789], [2.81069, -4.10459, 1.91093], [3.36746, -2.36025, 2.32333]]
}

---

# 7
{
  "formula": "C3H5O3Y",
  "method": "ωB97M-V/def2-TZVPD",
  "spin_multiplicity": 2,
  "charge": 1,
  "s_squared": 0.753,
  "mol_weight_g_mol": 177.98,
  "homo_lumo_gap_ev": [5.60, 8.23],
  "e_above_lowest_kj_mol": 105.4,
  "lumo_energy_ev": [-5.5796, -5.6550],
  "species": ["H", "C", "C", "O", "C", "O", "Y", "O", "H", "H", "H", "H"],
  "positions_angstrom": [[-2.23287, -0.68701, -0.90729], [-1.26412, -0.39533, -0.50450], [-0.43536, 0.25266, -1.36265], [0.41655, 1.26672, -1.11064], [1.22962, 1.09447, -0.01154], [2.21354, 2.02385, -0.13688], [0.35912, -0.19834, 1.68331], [0.06284, -2.25993, 1.83492], [-1.27180, -1.02554, 0.38364], [-0.75150, -2.76199, 1.83613], [-0.69177, 0.25923, -2.42499], [2.36575, 2.43121, 0.72051]]
}

---

# 8
{
  "formula": "C3H5O5Pt",
  "method": "ωB97M-V/def2-TZVPD",
  "spin_multiplicity": 4,
  "s_squared": 3.758,
  "mol_weight_g_mol": 316.15,
  "homo_lumo_gap_ev": [7.68, 7.89],
  "lumo_energy_ev": [0.2277, -1.6700],
  "species": ["O", "C", "C", "O", "H", "H", "H", "H", "H", "Pt", "O", "C", "O", "O"],
  "positions_angstrom": [[-1.26398, -2.05036, 0.91358], [-1.18686, -0.73631, 0.67570], [-1.77938, -0.05264, -0.56915], [-1.33584, 1.25914, -0.65482], [2.66962, 0.34911, -1.58015], [-0.71762, -0.13344, 1.46193], [-2.26749, -2.10664, 0.69023], [-2.88464, -0.10513, -0.49361], [-1.49644, -0.65967, -1.45363], [0.30112, 1.22803, -0.15719], [1.63965, 1.27288, 1.06904], [2.55553, 0.71051, 0.38562], [3.74896, 0.63010, 0.57787], [2.01735, 0.39442, -0.86543]]
}

---

# 9
{
  "formula": "C3H5O5Tl",
  "method": "ωB97M-V/def2-TZVPD",
  "spin_multiplicity": 2,
  "charge": 1,
  "s_squared": 0.788,
  "mol_weight_g_mol": 325.45,
  "homo_lumo_gap_ev": [5.47, 6.29],
  "lumo_energy_ev": [-8.5245, -8.4514],
  "species": ["O", "C", "C", "O", "H", "H", "H", "H", "H", "Tl", "O", "C", "O", "O"],
  "positions_angstrom": [[0.25431, -1.71009, 0.17913], [0.63284, -0.81157, -0.71142], [1.90244, 0.14468, -0.21201], [1.62572, 1.46081, -0.36155], [-0.82594, -1.38929, 0.68882], [-0.87854, -0.28321, -1.01641], [0.69881, -0.96509, -1.79643], [2.75326, -0.17090, -0.84389], [2.09526, -0.17369, 0.82918], [-0.08506, 1.99817, 0.12509], [-1.57620, 0.80937, -0.35871], [-2.26139, 0.45618, 0.75967], [-2.23433, 1.39632, 1.58597], [-2.10118, -0.76168, 1.13257]]
}

---

# 10
{
  "formula": "C3H5P",
  "method": "ωB97M-V/def2-TZVPD",
  "spin_multiplicity": 3,
  "s_squared": 2.054,
  "mol_weight_g_mol": 72.05,
  "homo_lumo_gap_ev": [9.26, 8.70],
  "e_above_lowest_kj_mol": 140.5,
  "lumo_energy_ev": [1.1650, -0.9702],
  "species": ["C", "C", "C", "P", "H", "H", "H", "H", "H"],
  "positions_angstrom": [[-0.50069, 0.73259, 0.57934], [-0.56762, 1.24303, 1.78234], [0.61591, 0.31139, -0.24657], [0.51015, -0.82624, -1.60333], [-1.42433, 0.42760, 0.23958], [-0.16516, 2.06410, 2.35943], [1.66789, 0.15127, 0.10410], [-0.85406, -0.90387, -1.69540], [0.35123, -2.13236, -0.84920]]
}

---

# 11
{
  "formula": "C3H5P3",
  "method": "ωB97M-V/def2-TZVPD",
  "mol_weight_g_mol": 134.00,
  "homo_lumo_gap_ev": 8.47,
  "e_above_lowest_kj_mol": 57.6,
  "lumo_energy_ev": -0.1810,
  "smiles": "CC1=P#[PH]C=P1",
  "species": ["C", "C", "P", "P", "C", "P", "H", "H", "H", "H", "H"],
  "positions_angstrom": [[2.06227, -0.58570, 0.01295], [0.70181, -0.00146, -0.05245], [0.25750, 1.51655, -0.61550], [-1.77396, 1.53970, 0.10238], [-2.07525, -0.20898, 0.35402], [-0.85105, -1.32106, 0.62386], [2.01805, -1.67076, -0.04017], [2.54759, -0.32502, 0.95551], [2.69152, -0.20549, -0.79175], [-2.46819, 1.72350, -1.09343], [-3.11029, -0.46127, 0.54459]]
}

---

# 12
{
  "formula": "C3H5PS",
  "method": "ωB97M-V/def2-TZVPD",
  "mol_weight_g_mol": 104.11,
  "homo_lumo_gap_ev": 9.37,
  "e_above_lowest_kj_mol": 307.5,
  "lumo_energy_ev": 0.8834,
  "smiles": "P[C@@H]1[C@H]2S[C@@H]12",
  "species": ["P", "C", "C", "S", "C", "H", "H", "H", "H", "H"],
  "positions_angstrom": [[-1.79506, -0.66374, 0.66864], [-0.02838, -0.53946, 0.55570], [0.79229, 0.91549, -0.11594], [2.46116, 0.08876, -0.10812], [0.77439, -0.38230, -0.72739], [-1.90637, -0.31779, -0.69933], [-1.82147, 0.60070, 1.04056], [0.65924, -0.85046, 1.36911], [0.30849, 1.81361, -0.31338], [0.55572, -0.66481, -1.66985]]
}

---

Please write out number 4 again, unchanged.
{
  "formula": "C3H5O3S",
  "method": "ωB97M-V/def2-TZVPD",
  "charge": -1,
  "mol_weight_g_mol": 121.14,
  "homo_lumo_gap_ev": 7.44,
  "e_above_lowest_kj_mol": 139.8,
  "lumo_energy_ev": 4.0323,
  "smiles": "CCC([O-])=S(=O)=O",
  "species": ["C", "C", "C", "O", "S", "O", "O", "H", "H", "H", "H", "H"],
  "positions_angstrom": [[-0.32753, -0.40704, -1.52643], [0.46187, 0.37111, -0.34937], [-0.34329, 0.94652, 0.77623], [-0.78337, 2.04457, 0.99125], [-0.29646, -0.32209, 2.13957], [-0.36730, -1.72308, 1.37924], [1.14416, -0.01211, 2.42540], [-0.84338, -1.17062, -0.95599], [0.36045, -0.72576, -2.18453], [-1.15598, 0.06156, -1.98171], [0.98373, 1.17521, -0.96654], [1.16709, -0.23826, 0.25288]]
}